Entry 1:
{"formula": "C2H4N4", "method": "wB97M-V/def2-TZVPD", "symbols": ["C", "C", "N", "N", "N", "N", "H", "H", "H", "H"], "coordinates": [[0.577, 1.853, 1.286], [0.352, -1.120, -0.884], [-0.515, 1.221, 1.053], [0.754, 0.214, -0.441], [-0.263, 0.181, 0.357], [-0.770, -1.071, 0.079], [0.442, 2.932, 1.407], [0.075, -1.175, -1.939], [1.065, -1.909, -0.632], [-1.716, -1.124, -0.286]], "nbo_charge": [0.080, -0.099, -0.324, -0.288, 0.147, -0.428, 0.161, 0.187, 0.192, 0.371], "energy_ev": -8091.101, "spin_multiplicity": 3, "e_above_lowest_kj_mol": 300.4}

---

Entry 2:
{"formula": "C5H17N2O", "method": "wB97M-V/def2-TZVPD", "symbols": ["C", "N", "C", "C", "N", "C", "C", "H", "H", "H", "H", "H", "H", "H", "H", "H", "H", "H", "H", "H", "H", "H", "H", "H", "O"], "coordinates": [[1.101, -0.425, 0.180], [0.543, -0.214, 1.531], [1.524, -0.452, 2.553], [-0.079, -0.356, -0.799], [-0.950, 0.909, -0.658], [-2.460, -0.825, -0.011], [0.201, -0.341, -2.294], [1.431, -1.463, 0.140], [1.951, 0.222, -0.053], [0.221, 0.745, 1.466], [1.935, -1.464, 2.555], [2.349, 0.268, 2.590], [1.156, -0.475, 3.583], [-0.517, -1.322, -0.724], [-1.402, 1.065, 0.250], [-2.844, -0.063, 0.667], [-1.611, -1.354, 0.325], [-2.312, 0.189, -0.784], [-3.054, -1.580, -0.512], [0.929, -1.048, -2.686], [-0.719, -0.488, -2.866], [0.517, 0.655, -2.618], [0.735, 3.285, -0.242], [0.303, 1.950, -0.760], [1.053, 2.583, -0.833]], "nbo_charge": [-0.237, -0.584, -0.447, -0.103, -0.329, -0.519, -0.636, 0.224, 0.225, 0.339, 0.222, 0.201, 0.227, 0.227, 0.374, 0.239, 0.243, 0.286, 0.276, 0.253, 0.223, 0.237, 0.479, 0.427, -0.844], "energy_ev": -10474.248, "spin_multiplicity": 1, "total_charge": 1, "e_above_lowest_kj_mol": 838.1}

---

Entry 3:
{"formula": "C43H26BrF4N2O2PS4Ti", "method": "wB97M-V/def2-TZVPD", "symbols": ["Ti", "S", "S", "S", "S", "O", "C", "O", "C", "C", "C", "C", "C", "C", "C", "C", "C", "N", "H", "H", "H", "H", "H", "H", "F", "C", "C", "F", "C", "F", "C", "P", "C", "C", "C", "C", "C", "C", "C", "C", "C", "C", "C", "C", "C", "Br", "C", "F", "H", "H", "H", "H", "H", "H", "H", "H", "H", "H", "C", "C", "C", "C", "C", "C", "C", "C", "C", "C", "C", "C", "C", "C", "C", "N", "H", "H", "H", "H", "H", "H", "H", "H", "H", "H"], "coordinates": [[0.439, -0.069, 0.675], [1.824, -0.891, -1.008], [4.880, 0.383, 0.815], [3.890, 1.635, -0.318], [2.063, 2.016, 0.423], [-2.285, 2.707, 0.961], [-1.369, 1.933, 1.172], [-1.109, 0.866, 0.397], [-0.416, 2.064, 2.274], [-0.252, 3.293, 2.902], [0.744, 3.453, 3.828], [1.553, 2.309, 4.186], [2.549, 2.379, 5.168], [3.272, 1.263, 5.553], [2.990, 0.032, 4.962], [2.021, -0.060, 3.983], [1.313, 1.065, 3.550], [0.372, 0.940, 2.523], [-0.911, 4.096, 2.604], [0.933, 4.413, 4.300], [2.750, 3.347, 5.622], [4.043, 1.344, 6.311], [3.530, -0.859, 5.268], [1.783, -1.012, 3.539], [-3.363, 1.718, -7.438], [-2.667, 1.334, -6.357], [-1.687, 0.376, -6.471], [-1.437, -0.156, -7.677], [-0.986, -0.007, -5.349], [-0.027, -0.942, -5.574], [-1.191, 0.512, -4.088], [0.150, -0.048, -2.338], [1.418, 0.830, -3.362], [1.398, 2.222, -3.273], [2.378, 2.992, -3.893], [3.387, 2.382, -4.629], [3.406, 0.996, -4.740], [2.437, 0.229, -4.102], [-0.344, -1.794, -2.777], [0.467, -2.821, -3.259], [-0.030, -4.109, -3.423], [-1.349, -4.406, -3.081], [-2.165, -3.395, -2.592], [-1.666, -2.103, -2.457], [-2.184, 1.486, -4.020], [-2.623, 2.337, -2.375], [-2.914, 1.890, -5.125], [-3.882, 2.821, -5.051], [0.618, 2.705, -2.694], [2.359, 4.070, -3.785], [4.164, 2.980, -5.096], [4.190, 0.506, -5.308], [2.485, -0.853, -4.171], [1.511, -2.622, -3.480], [0.621, -4.891, -3.800], [-1.732, -5.415, -3.198], [-3.190, -3.611, -2.309], [-2.307, -1.314, -2.085], [2.526, -3.701, 1.574], [1.608, -4.741, 1.423], [0.265, -4.428, 1.347], [-0.164, -3.096, 1.386], [0.732, -2.029, 1.434], [2.086, -2.393, 1.562], [-1.617, -2.817, 1.362], [-2.560, -3.707, 1.962], [-3.874, -3.372, 1.974], [-4.293, -2.156, 1.376], [-5.643, -1.728, 1.347], [-5.979, -0.549, 0.744], [-4.976, 0.249, 0.138], [-3.667, -0.137, 0.160], [-3.293, -1.347, 0.796], [-1.975, -1.694, 0.824], [3.588, -3.913, 1.665], [1.940, -5.772, 1.355], [-0.460, -5.221, 1.202], [2.841, -1.617, 1.616], [-2.212, -4.622, 2.422], [-4.610, -4.015, 2.451], [-6.399, -2.354, 1.813], [-7.010, -0.219, 0.733], [-5.239, 1.185, -0.342], [-2.897, 0.479, -0.291]], "lowdin_charge": [0.644, 0.293, -0.048, -0.206, 0.117, 0.036, -0.559, -0.295, -0.271, -0.040, -0.043, -0.171, -0.063, -0.119, -0.099, -0.025, -0.224, -0.044, 0.115, 0.094, 0.099, 0.084, 0.095, 0.080, 0.087, -0.167, -0.160, 0.090, -0.230, 0.060, -0.184, 0.808, -0.432, -0.119, -0.095, -0.117, -0.098, -0.109, -0.418, -0.122, -0.098, -0.118, -0.094, -0.113, -0.593, 0.847, -0.288, 0.037, 0.091, 0.095, 0.087, 0.091, 0.086, 0.081, 0.090, 0.085, 0.095, 0.091, -0.094, -0.104, -0.060, -0.196, -0.230, -0.222, -0.224, -0.006, -0.023, -0.164, -0.062, -0.096, -0.063, -0.022, -0.179, 0.172, 0.098, 0.087, 0.097, 0.042, 0.101, 0.108, 0.100, 0.090, 0.100, 0.038], "energy_ev": -208749.047, "spin_multiplicity": 3, "total_charge": -2}

---

Entry 4:
{"formula": "C38H40F4N3P2RhS", "method": "wB97M-V/def2-TZVPD", "symbols": ["Rh", "C", "N", "C", "C", "C", "N", "C", "C", "F", "C", "F", "C", "C", "F", "C", "F", "H", "H", "H", "H", "H", "H", "H", "H", "H", "H", "H", "C", "S", "C", "C", "C", "N", "P", "C", "C", "C", "C", "C", "C", "C", "C", "C", "C", "C", "C", "P", "C", "C", "C", "C", "C", "C", "C", "C", "C", "C", "C", "C", "H", "H", "H", "H", "H", "H", "H", "H", "H", "H", "H", "H", "H", "H", "H", "H", "H", "H", "H", "H", "H", "H", "H", "H", "H", "H", "H", "H", "H"], "coordinates": [[1.432, 0.246, -1.376], [1.049, -1.536, -3.951], [1.729, -0.287, -3.577], [1.230, 0.805, -4.433], [3.189, -0.412, -3.724], [3.817, -1.287, -2.661], [3.399, -0.839, -1.332], [4.087, -1.158, -0.236], [3.775, -0.450, 0.960], [2.873, 0.536, 0.919], [4.423, -0.690, 2.143], [4.104, 0.039, 3.211], [5.412, -1.656, 2.234], [5.736, -2.376, 1.097], [6.665, -3.325, 1.154], [5.112, -2.146, -0.104], [5.450, -2.923, -1.131], [1.249, -1.799, -4.997], [-0.023, -1.412, -3.816], [1.379, -2.351, -3.311], [1.440, 0.613, -5.493], [1.706, 1.739, -4.147], [0.156, 0.901, -4.299], [3.613, 0.591, -3.656], [3.444, -0.813, -4.712], [4.897, -1.246, -2.787], [3.528, -2.333, -2.791], [5.927, -1.843, 3.168], [-5.742, 2.341, 1.861], [-5.950, 0.670, 1.352], [-4.440, -0.099, 1.855], [-3.352, 0.216, 0.792], [-1.967, 0.238, 1.472], [-0.860, 0.272, 0.519], [-0.102, -1.128, -0.134], [-1.531, -2.184, -0.522], [-2.064, -3.116, 0.366], [-3.212, -3.826, 0.027], [-3.825, -3.615, -1.201], [-3.288, -2.700, -2.103], [-2.142, -1.994, -1.764], [0.701, -1.987, 1.246], [0.700, -1.543, 2.563], [1.386, -2.252, 3.543], [2.076, -3.408, 3.210], [2.092, -3.853, 1.892], [1.411, -3.143, 0.914], [-0.201, 1.624, -0.312], [-1.653, 2.636, -0.739], [-2.102, 3.693, 0.055], [-3.255, 4.390, -0.297], [-3.966, 4.032, -1.438], [-3.513, 2.993, -2.243], [-2.353, 2.310, -1.901], [0.634, 2.632, 0.941], [0.670, 2.321, 2.295], [1.375, 3.127, 3.182], [2.042, 4.250, 2.716], [2.017, 4.564, 1.361], [1.324, 3.753, 0.476], [-6.635, 2.895, 1.578], [-4.857, 2.743, 1.349], [-5.591, 2.358, 2.944], [-4.655, -1.165, 1.925], [-4.179, 0.287, 2.846], [-3.541, 1.165, 0.296], [-3.375, -0.558, 0.029], [-1.878, -0.673, 2.068], [-1.904, 1.080, 2.168], [-1.581, -3.299, 1.320], [-3.618, -4.557, 0.717], [-4.708, -4.182, -1.469], [-3.753, -2.553, -3.070], [-1.715, -1.285, -2.467], [0.192, -0.623, 2.830], [1.386, -1.897, 4.566], [2.604, -3.963, 3.976], [2.635, -4.753, 1.629], [1.430, -3.491, -0.116], [-1.541, 3.987, 0.934], [-3.581, 5.232, 0.303], [-4.849, 4.591, -1.723], [-4.047, 2.736, -3.151], [-1.989, 1.510, -2.538], [0.177, 1.429, 2.664], [1.408, 2.874, 4.234], [2.592, 4.877, 3.406], [2.547, 5.434, 0.996], [1.318, 3.995, -0.583]], "lowdin_charge": [0.562, -0.081, -0.372, -0.089, -0.194, -0.182, 0.040, -0.152, -0.145, 0.074, -0.209, 0.119, 0.127, -0.203, 0.134, -0.122, 0.128, 0.104, 0.063, 0.080, 0.101, 0.085, 0.075, 0.127, 0.139, 0.133, 0.127, 0.156, -0.291, 1.189, -0.408, -0.197, -0.232, -0.426, 0.922, -0.356, -0.082, -0.064, -0.063, -0.065, -0.116, -0.374, -0.089, -0.062, -0.063, -0.063, -0.106, 0.905, -0.352, -0.079, -0.081, -0.071, -0.065, -0.105, -0.396, -0.099, -0.060, -0.059, -0.058, -0.105, 0.069, 0.051, 0.083, 0.097, 0.108, 0.076, 0.097, 0.110, 0.118, 0.110, 0.114, 0.114, 0.114, 0.081, 0.078, 0.115, 0.116, 0.116, 0.112, 0.109, 0.115, 0.114, 0.114, 0.093, 0.072, 0.113, 0.114, 0.114, 0.110], "energy_ev": -87800.809, "spin_multiplicity": 5, "total_charge": 2}

---

Entry 5:
{"formula": "C2H8NO", "method": "wB97M-V/def2-TZVPD", "symbols": ["O", "H", "C", "C", "N", "H", "H", "H", "H", "H", "H", "H"], "coordinates": [[0.505, -1.243, -1.861], [0.515, -1.687, -2.717], [0.883, 0.662, 0.602], [-0.687, 0.528, 0.805], [-1.241, -0.608, 0.049], [1.193, -0.099, -0.115], [1.052, 1.684, 0.255], [1.449, 0.552, 1.525], [-0.764, 0.405, 1.887], [-1.093, 1.432, 0.358], [-1.273, -0.297, -0.909], [-0.540, -1.330, 0.121]], "nbo_charge": [-1.380, 0.399, -0.660, -0.216, -0.854, 0.286, 0.177, 0.163, 0.152, 0.165, 0.389, 0.379], "energy_ev": -5740.460, "spin_multiplicity": 1, "total_charge": -1, "e_above_lowest_kj_mol": 68.8}